Molecular formula: C4H8O2
Method: DFT, ωB97M-V/def2-TZVPD

Element x y z (Å)
O (-0.059, -1.418, 1.381)
O (-2.096, -0.621, -0.366)
C (-1.558, -0.544, -1.451)
C (0.826, 1.354, -0.481)
C (1.180, 0.248, 0.175)
C (0.618, -0.186, 1.503)
H (-2.039, 0.007, -2.276)
H (-0.031, 0.602, 1.915)
H (1.201, 1.576, -1.478)
H (0.109, 2.057, -0.059)
H (-0.581, -1.008, -1.652)
H (-0.857, -1.241, 0.849)
H (1.864, -0.466, -0.281)
H (1.425, -0.359, 2.221)

Output
energy relative to the best compared isomer or geometry (same formula, charge and spin)	55.62	kcal per mole
E_LUMO	0.4	eV
Kohn-Sham gap	10.296	eV

---

Molecular formula: C32H47N3O2PSSiTa
Method: DFT, ωB97M-V/def2-TZVPD

Element x y z (Å)
Ta (0.007, 0.248, 0.041)
S (-2.378, -0.076, -0.498)
P (0.321, 0.442, -2.524)
Si (-5.224, -1.417, 1.060)
O (3.724, 0.173, 0.774)
O (1.787, -0.440, -0.061)
N (-1.087, -0.877, 1.556)
N (0.166, 2.127, -0.228)
N (1.734, -2.747, 1.245)
C (3.042, -2.133, 1.082)
C (-0.590, 2.699, 0.822)
C (2.947, -0.702, 0.604)
C (-1.178, 0.716, -3.557)
C (2.674, 3.804, -3.140)
C (-5.233, -2.323, -0.581)
C (-2.502, 3.881, 1.622)
C (-1.046, 2.771, 3.179)
C (-5.708, 0.386, 0.881)
C (0.972, 2.753, -1.201)
C (0.960, -2.246, -2.861)
C (-3.053, 3.999, 4.067)
C (1.068, 1.634, 2.419)
C (-0.897, 1.581, -4.787)
C (-1.866, -0.596, -3.936)
C (-2.106, 3.830, -0.859)
C (-3.105, -2.044, 2.959)
C (-3.425, -1.449, 1.739)
C (1.451, -0.838, -3.214)
C (-2.346, -0.884, 1.074)
C (2.061, 2.570, -3.336)
C (-2.181, 3.532, 2.943)
C (1.573, 3.987, -0.986)
C (1.200, 2.029, -2.382)
C (-0.225, 2.352, 2.131)
C (3.581, 4.390, -4.179)
C (-1.804, -2.068, 3.460)
C (-6.288, -2.288, 2.328)
C (2.412, 4.498, -1.959)
C (-0.804, -1.471, 2.729)
C (1.719, -0.741, -4.719)
C (-1.739, 3.477, 0.548)
H (4.491, 4.782, -3.725)
H (0.823, -0.961, -5.300)
H (1.392, 4.528, -0.066)
H (3.089, 5.216, -4.694)
H (1.304, 1.692, 3.482)
H (0.761, -2.360, -1.794)
H (-4.618, -1.832, -1.336)
H (1.451, -3.231, 0.400)
H (1.041, 0.545, 2.233)
H (-2.036, -1.250, -3.079)
H (2.888, 5.456, -1.794)
H (-2.836, -0.365, -4.375)
H (-2.715, 3.614, 5.026)
H (-1.386, 4.526, -1.294)
H (-1.576, -2.545, 4.402)
H (-0.216, 1.083, -5.480)
H (-1.834, 1.754, -5.315)
H (-3.090, 4.292, -0.894)
H (2.380, -0.642, -2.669)
H (1.910, 2.041, 1.859)
H (-7.325, -2.285, 1.987)
H (-6.274, -1.793, 3.301)
H (-1.840, 1.276, -2.893)
H (-3.383, 4.485, 1.441)
H (-6.004, -3.332, 2.469)
H (-2.123, 2.939, -1.491)
H (-3.891, -2.509, 3.542)
H (3.863, 3.649, -4.925)
H (2.470, -1.484, -4.987)
H (2.258, 2.039, -4.255)
H (-4.084, 3.684, 3.908)
H (-3.054, 5.089, 4.117)
H (0.053, -2.504, -3.406)
H (3.710, -2.644, 0.380)
H (-0.475, 2.549, -4.520)
H (-0.778, 2.515, 4.196)
H (-6.252, -2.368, -0.969)
H (1.726, -2.971, -3.139)
H (3.569, -2.094, 2.035)
H (1.775, -3.449, 1.974)
H (-1.291, -1.140, -4.685)
H (-5.640, 0.910, 1.836)
H (2.095, 0.229, -5.031)
H (-4.881, -3.350, -0.472)
H (0.230, -1.465, 3.045)
H (-6.743, 0.459, 0.542)
H (-5.088, 0.917, 0.157)

Output
net charge	+2
energy relative to the best compared isomer or geometry (same formula, charge and spin)	13.84	kcal per mole
E_LUMO	-6.6	eV
Kohn-Sham gap	7.123	eV

---

Molecular formula: C47H103N5O7
Method: DFT, ωB97M-V/def2-TZVPD

Element x y z (Å)
O (1.602, 2.823, 1.322)
O (-2.072, 4.597, -5.783)
O (1.435, 0.379, -9.304)
O (1.096, 3.235, 4.684)
O (0.782, -4.209, 5.675)
O (-4.139, 0.906, 0.338)
O (4.336, 4.651, -4.251)
N (0.577, -0.075, -8.265)
N (-4.076, -0.513, 0.508)
N (1.306, 2.271, 5.639)
N (1.052, -4.505, 4.368)
N (1.275, 2.230, 0.088)
C (2.252, -3.772, 2.436)
C (-6.342, -0.673, 1.606)
C (3.506, 3.028, -0.942)
C (1.505, 4.480, -0.973)
C (-0.166, -6.653, 4.312)
C (-0.029, 3.493, 7.337)
C (0.890, -2.023, 3.664)
C (1.624, 2.515, -2.412)
C (1.322, 0.779, 0.079)
C (-0.298, 0.170, -5.973)
C (-1.383, -4.604, 3.636)
C (0.569, 1.038, 7.690)
C (2.725, 2.137, 6.059)
C (-0.764, -0.565, -8.828)
C (-1.646, 0.403, -9.595)
C (-1.388, 4.065, -4.671)
C (4.771, 3.311, -4.354)
C (0.008, -5.221, 3.570)
C (1.733, 0.930, -2.480)
C (1.834, 1.233, -6.505)
C (-4.198, -0.447, 2.942)
C (2.688, 0.192, 0.625)
C (-0.204, 2.303, -7.492)
C (0.998, 0.205, -1.438)
C (-3.916, -2.797, -0.480)
C (3.392, 3.371, 6.650)
C (-0.474, -1.838, -9.700)
C (3.460, 1.706, 4.802)
C (2.019, 1.017, 8.201)
C (2.927, 0.974, 6.968)
C (-1.635, -0.324, -6.302)
C (-3.880, -1.267, -0.766)
C (1.157, -4.472, 1.549)
C (0.457, 0.923, -7.130)
C (0.262, 2.196, 6.674)
C (-1.542, -1.136, -7.653)
C (3.011, -2.899, 4.532)
C (-5.094, -0.976, -1.743)
C (-4.854, -1.055, 1.723)
C (0.455, -5.588, 2.174)
C (2.002, 2.954, -0.993)
C (-4.979, -3.316, 0.506)
C (1.769, -3.275, 3.784)
C (-4.793, -2.584, 1.810)
C (-2.608, -0.946, -1.478)
C (0.213, 0.274, 1.031)
C (-0.964, 1.609, 5.838)
H (2.418, 0.392, -6.131)
H (0.902, 4.021, 7.542)
H (3.541, 0.461, 0.002)
H (1.971, 5.037, -1.786)
H (3.936, 3.257, 0.032)
H (4.467, 3.193, 6.652)
H (-1.364, -2.465, -9.647)
H (-6.979, -0.985, 2.433)
H (-1.185, 2.109, 4.895)
H (-2.530, -1.160, -8.113)
H (2.948, 3.720, 7.582)
H (-0.235, -1.685, -10.752)
H (-1.638, 4.723, -3.839)
H (2.408, 1.868, 8.760)
H (0.189, 2.643, -8.450)
H (-2.304, 1.077, -9.046)
H (-6.412, 0.407, 1.474)
H (-3.150, -0.736, 3.016)
H (-1.498, -2.209, -7.469)
H (-0.866, 0.571, 5.520)
H (3.846, 3.825, -1.603)
H (2.756, 0.591, -2.649)
H (1.650, -3.905, 5.951)
H (-5.581, -2.851, 2.515)
H (-0.678, -6.674, 5.274)
H (-5.945, -3.082, 0.058)
H (4.539, 1.545, 4.805)
H (-4.205, -3.218, -1.443)
H (2.061, 0.099, 8.786)
H (2.926, 0.940, 4.240)
H (-2.988, 4.319, -5.720)
H (2.819, 0.038, 6.421)
H (0.340, -2.518, -9.450)
H (2.660, -0.897, 0.608)
H (4.020, 2.640, -4.771)
H (0.498, 0.446, 2.069)
H (0.177, -2.163, 2.851)
H (1.326, 0.527, -3.408)
H (0.546, -3.692, 1.096)
H (2.986, -4.539, 2.684)
H (-0.739, -7.301, 3.649)
H (2.552, 2.686, 1.314)
H (-2.420, -0.050, -10.214)
H (3.508, -3.779, 4.940)
H (3.341, 4.195, 5.938)
H (0.644, 2.823, 3.944)
H (3.840, 4.770, -5.065)
H (0.371, 0.069, 7.231)
H (-0.705, 0.859, 1.076)
H (5.525, 3.327, -5.141)
H (1.178, -6.402, 2.117)
H (-1.795, -0.775, -0.771)
H (1.362, -1.090, 3.356)
H (0.416, 4.498, -1.008)
H (0.603, 2.874, -2.543)
H (-0.481, 4.188, 6.629)
H (-1.245, 2.230, -7.808)
H (-5.343, 0.076, -1.883)
H (1.828, 5.154, -0.180)
H (5.231, 3.020, -3.409)
H (-2.097, -5.256, 3.133)
H (0.121, 1.235, 8.664)
H (-0.143, 3.032, -6.684)
H (-3.193, 1.065, 0.312)
H (0.277, -0.728, -5.749)
H (1.703, -4.802, 0.665)
H (-2.006, -1.085, -5.616)
H (-2.401, -1.762, -2.171)
H (1.336, -0.826, -1.542)
H (-0.276, 0.803, -5.086)
H (-2.859, -0.092, -2.108)
H (3.979, 0.890, 7.240)
H (3.818, -2.531, 3.898)
H (-0.328, 3.900, -4.863)
H (-0.427, -5.788, 1.565)
H (-4.835, -4.381, 0.685)
H (0.034, -0.801, 1.003)
H (0.441, -1.885, 4.648)
H (1.688, -0.459, -9.700)
H (-0.430, 3.441, 8.350)
H (-4.695, -0.739, 3.867)
H (3.478, 2.590, 4.164)
H (1.822, 1.999, -5.730)
H (-3.868, -2.877, 2.306)
H (-2.313, 0.527, -6.372)
H (4.021, 2.122, -1.263)
H (2.959, -2.203, 5.369)
H (-1.039, 0.953, -10.314)
H (-4.307, 0.633, 2.838)
H (2.844, -3.044, 1.881)
H (0.819, -7.048, 4.560)
H (2.469, 1.604, -7.309)
H (-1.739, -4.501, 4.661)
H (-1.324, -3.657, 3.099)
H (-2.922, -3.067, -0.124)
H (-1.871, 3.135, -4.370)
H (-4.872, -1.188, -2.788)
H (-6.070, -1.405, -1.513)
H (2.281, 2.939, -3.171)
H (-6.736, -1.080, 0.675)
H (-1.768, 1.857, 6.531)
H (2.873, 0.628, 1.607)
H (-0.053, 0.138, -1.717)

Output
energy relative to the best compared isomer or geometry (same formula, charge and spin)	123.98	kcal per mole
E_LUMO	0.4	eV
Kohn-Sham gap	8.210	eV

---

Molecular formula: C19H62O12
Method: DFT, ωB97M-V/def2-TZVPD

Element x y z (Å)
O (1.317, 2.633, 3.379)
O (-0.965, -3.560, 0.721)
O (0.329, -1.031, 0.719)
O (-1.486, -2.712, 3.217)
O (-2.879, 1.634, -1.004)
O (3.708, -3.339, -0.183)
O (2.997, 2.183, -0.496)
O (-0.981, 3.378, -2.065)
O (2.313, 0.664, 1.927)
O (-2.936, -0.620, -2.394)
O (0.778, -4.678, 3.082)
O (1.373, -2.122, -5.538)
C (3.911, -2.018, -0.838)
C (2.471, -3.001, 3.297)
C (-4.345, 1.523, 0.892)
C (0.096, -0.358, -0.497)
C (-3.380, -1.421, 3.544)
C (-2.278, -0.544, -3.568)
C (3.567, 0.444, 2.580)
C (-4.044, 2.247, -0.465)
C (-2.142, -1.624, 2.669)
C (1.888, -4.059, 2.414)
C (2.831, 3.530, -0.090)
C (1.807, -1.823, -4.197)
C (-1.729, -1.907, -3.964)
C (-1.742, -3.590, -0.458)
C (-0.506, 5.760, -1.971)
C (-1.237, 4.578, -1.298)
C (-0.528, 2.423, 1.882)
C (0.257, 3.321, 2.767)
C (2.239, -0.383, -4.178)
H (-0.820, 5.816, -3.013)
H (1.598, -3.566, 1.486)
H (-3.530, 1.562, 1.613)
H (0.685, 4.195, 2.277)
H (2.781, -3.342, 4.284)
H (-2.956, 0.736, -1.334)
H (1.844, 1.332, 2.432)
H (3.549, -3.980, -0.880)
H (3.592, 4.163, -0.547)
H (-1.453, 0.156, -3.439)
H (-2.392, -1.765, 1.618)
H (-1.084, -2.443, -3.268)
H (-2.584, -2.519, -4.251)
H (-0.858, 1.526, 2.407)
H (-3.952, 3.329, -0.370)
H (-1.068, -3.485, -1.309)
H (0.971, -1.969, -3.513)
H (-0.111, -1.099, -1.269)
H (-0.455, 3.824, 3.421)
H (3.311, -2.539, 2.779)
H (-0.694, 0.377, -0.341)
H (-0.484, -2.751, 0.533)
H (-2.963, -0.172, -4.330)
H (1.799, 3.816, -0.288)
H (1.386, 0.265, -4.382)
H (-2.466, -2.778, -0.389)
H (-4.104, -2.228, 3.435)
H (-3.841, -0.492, 3.210)
H (2.880, 3.652, 0.992)
H (-1.248, -2.295, 4.049)
H (1.418, 2.827, 4.313)
H (-4.824, 2.105, -1.213)
H (-4.532, 0.457, 0.757)
H (-1.526, 2.671, -1.712)
H (4.251, 1.237, 2.276)
H (2.867, 1.683, 0.313)
H (0.583, 5.765, -1.922)
H (-5.230, 1.985, 1.330)
H (4.232, -1.272, -0.111)
H (4.079, -0.466, 2.269)
H (-3.127, -1.378, 4.604)
H (-3.661, -1.207, -2.619)
H (-1.576, -0.693, 2.665)
H (2.643, -2.431, -3.853)
H (2.934, -1.795, -1.265)
H (1.155, -3.053, -5.457)
H (-1.008, -1.783, -4.772)
H (1.182, -4.946, 3.911)
H (2.688, -0.038, -3.247)
H (1.802, -2.199, 3.609)
H (0.988, 0.225, -0.724)
H (-2.357, -4.485, -0.554)
H (4.639, -2.121, -1.642)
H (0.124, 2.112, 1.066)
H (-0.859, 6.677, -1.498)
H (-0.976, 4.474, -0.245)
H (-2.308, 4.775, -1.270)
H (3.460, 0.391, 3.663)
H (2.912, -0.089, -4.983)
H (-1.384, 2.894, 1.398)
H (2.614, -4.842, 2.193)
H (0.760, -0.337, 1.222)

Output
energy relative to the best compared isomer or geometry (same formula, charge and spin)	131.42	kcal per mole
E_LUMO	0.2	eV
Kohn-Sham gap	9.284	eV

---

Molecular formula: C17H32O4
Method: DFT, ωB97M-V/def2-TZVPD

Element x y z (Å)
O (2.770, 1.983, -2.673)
O (2.543, 3.051, -0.735)
O (-0.006, 1.978, 0.404)
O (1.411, 2.691, 1.966)
C (-2.479, -1.865, 0.352)
C (-0.918, 1.050, -3.545)
C (1.524, -0.540, 1.338)
C (-1.667, -0.358, -1.549)
C (-1.833, -1.708, 2.811)
C (2.058, 0.771, 0.741)
C (0.669, -1.694, 3.440)
C (-2.843, -1.112, -0.928)
C (2.547, 2.022, -1.358)
C (-0.775, 2.421, -2.895)
C (1.042, -0.368, 2.778)
C (1.044, 1.873, 0.984)
C (-0.489, -2.450, 2.783)
C (-2.181, -0.941, 1.532)
C (3.434, -0.301, -1.128)
C (-2.033, 0.210, -2.919)
C (2.290, 0.648, -0.773)
H (2.900, 2.880, -3.018)
H (-3.651, -0.408, -0.717)
H (1.366, 0.292, -1.243)
H (0.765, 3.406, 2.075)
H (3.600, -0.295, -2.202)
H (-2.930, 0.826, -2.825)
H (1.548, -2.345, 3.442)
H (-3.219, -1.835, -1.659)
H (0.409, -1.496, 4.483)
H (-1.835, -1.014, 3.654)
H (2.984, 1.063, 1.242)
H (-3.311, -2.520, 0.625)
H (-0.823, -1.045, -1.665)
H (-1.361, 0.453, -0.890)
H (0.030, 0.509, -3.475)
H (0.009, 2.993, -3.389)
H (-0.600, -3.395, 3.322)
H (0.701, -0.890, 0.715)
H (-2.273, -0.620, -3.590)
H (-3.071, -0.337, 1.727)
H (4.351, 0.008, -0.630)
H (2.316, -1.290, 1.316)
H (-1.706, 2.977, -2.982)
H (-2.632, -2.432, 2.991)
H (-1.137, 1.187, -4.607)
H (0.180, 0.299, 2.802)
H (-0.527, 2.337, -1.841)
H (3.195, -1.315, -0.822)
H (-1.378, -0.254, 1.269)
H (1.836, 0.103, 3.363)
H (-0.222, -2.702, 1.758)
H (-1.617, -2.505, 0.148)

Output
energy relative to the best compared isomer or geometry (same formula, charge and spin)	0.00	kcal per mole
E_LUMO	0.7	eV
Kohn-Sham gap	11.066	eV

---

Molecular formula: C17H27NNbO4Zn
Method: DFT, ωB97M-V/def2-TZVPD

Element x y z (Å)
Nb (-0.720, -0.327, 0.225)
Zn (5.866, 1.539, -1.414)
O (0.724, 0.961, -0.296)
O (3.614, -1.292, 2.803)
O (-2.875, 1.220, -3.045)
O (1.644, -2.141, 2.173)
N (-3.538, 2.117, 2.588)
C (-2.107, 2.566, 0.138)
C (2.426, -1.191, 2.826)
C (-2.569, -2.880, -0.049)
C (3.066, 0.799, -1.079)
C (1.893, -2.162, 0.764)
C (-2.044, 1.391, 0.892)
C (-1.660, -0.462, -1.823)
C (0.615, -2.184, -0.094)
C (1.792, -0.038, 3.610)
C (-2.573, -3.584, -1.027)
C (-1.551, 0.759, -2.754)
C (3.913, -0.269, -1.852)
C (1.534, 0.660, -1.428)
C (-2.271, -1.814, 0.959)
C (-2.743, 1.183, 2.103)
C (-3.585, 3.235, 1.885)
C (-2.947, 3.557, 0.688)
H (2.601, -1.355, 0.519)
H (-2.663, 0.247, 2.661)
H (1.355, 1.476, -2.161)
H (-0.072, -0.279, 1.931)
H (-2.742, 1.842, -3.774)
H (3.388, 1.825, -1.329)
H (-2.576, -4.114, -1.963)
H (-3.252, -1.350, 1.178)
H (2.422, -3.112, 0.523)
H (4.447, -0.906, -1.134)
H (0.811, -2.299, -1.175)
H (-3.080, 4.522, 0.195)
H (2.488, 0.397, 4.334)
H (1.300, -0.270, -1.973)
H (1.536, 0.737, 2.858)
H (-1.296, -1.383, -2.319)
H (-2.744, -0.644, -1.657)
H (0.071, -3.104, 0.201)
H (4.606, 0.252, -2.562)
H (-0.869, 1.565, -2.438)
H (3.261, -0.908, -2.477)
H (-1.150, 0.386, -3.724)
H (-1.557, 2.773, -0.776)
H (-4.220, 4.026, 2.310)
H (0.832, -0.330, 4.069)
H (-1.955, -2.353, 1.873)
H (3.151, 0.716, 0.019)

Output
net charge	+1
E_LUMO	-8.5	eV
Kohn-Sham gap	1.919	eV